Density functional theory data (the ωB97M-V functional and the def2-TZVPD basis) for the molecule C6H11N3O at a distorted geometry.

Output
- E_LUMO (eV) = 0.90
- maximum force (eV/Å) = 5.30
- ΔE to the lowest compared entry with this formula, charge and spin (kcal per mole) = 128.9
- orbital gap (eV) = 10.06
- spin multiplicity = 1
- DFT total energy (hartree) = -474.56067

Each atom is followed by the atoms it is bonded to, with distances in Å.
Atoms and positions in Å:
1 O 3.356 -0.791 -0.604  C2 1.380, H11 0.978
2 C 2.798 0.315 0.004  O1 1.380, N3 1.446, H12 1.182, H13 1.126
3 N 1.404 0.356 0.386  C2 1.446, N4 1.412, N5 1.527
4 N 0.520 -0.646 -0.072  N3 1.412, N5 1.392, C9 1.445
5 N 0.493 0.522 -0.829  N3 1.527, N4 1.392, C6 1.420
6 C -0.725 1.069 -0.344  N5 1.420, C7 1.556, C10 1.517, H14 1.089
7 C -1.763 0.178 -1.086  C6 1.556, C8 1.561, H15 1.022, H16 1.121
8 C -1.809 -1.088 -0.173  C7 1.561, C9 1.541, H17 1.119, H18 1.139
9 C -0.638 -0.783 0.783  N4 1.445, C8 1.541, C10 1.507, H19 1.059
10 C -0.928 0.662 1.102  C6 1.517, C9 1.507, H20 1.062, H21 1.030
11 H 3.035 -1.650 -0.264  O1 0.978
12 H 2.917 1.175 -0.798  C2 1.182
13 H 3.231 0.439 1.036  C2 1.126
14 H -0.789 2.131 -0.574  C6 1.089
15 H -1.357 -0.038 -1.999  C7 1.022
16 H -2.734 0.738 -1.103  C7 1.121
17 H -2.710 -0.973 0.480  C8 1.119
18 H -1.663 -2.042 -0.778  C8 1.139
19 H -0.491 -1.436 1.603  C9 1.059
20 H -0.256 1.145 1.768  C10 1.062
21 H -1.892 0.716 1.462  C10 1.030